#a
Density functional theory data (the ωB97M-V functional and the def2-TZVPD basis) for a 2-piece molecular cluster, C16H17N overall.

Geometry as XYZ:
```
34
Properties=species:S:1:pos:R:3
N 1.57554 -2.32584 -0.05595
C -3.18146 0.43587 -1.32387
C 3.55348 0.48070 1.31909
C 0.39647 0.01224 2.32799
C 2.70268 -1.52983 0.06023
C 0.00517 2.27786 -0.41003
C -1.53318 0.09930 -3.08073
C -2.17673 1.05435 -0.61989
C -0.78912 -2.02670 0.85860
C -2.81676 -0.07520 -2.61138
C 1.19038 -0.67793 1.39779
C -0.89668 1.29982 -1.12481
C -1.55016 -1.11866 1.54484
C -0.52278 0.77095 -2.36352
C 2.50049 -0.40879 0.84499
C -0.96564 -0.24206 2.49856
C 0.58633 -1.75384 0.72332
H 0.37579 1.77500 0.49598
H -1.22873 -2.84108 0.29933
H 3.99075 1.04312 0.47826
H -0.45518 3.19269 -0.05780
H -2.42903 1.49984 0.33591
H -1.29280 -0.38340 -4.03081
H -1.55649 0.13147 3.31567
H -2.63594 -1.24434 1.70841
H 0.88263 2.54070 -1.01803
H -4.25889 0.53471 -1.16307
H 0.83192 0.89626 2.81211
H 4.47437 0.15001 1.81202
H 1.42962 -3.14710 -0.60742
H -3.48461 -0.72238 -3.14074
H 3.24271 1.25610 2.02963
H 3.53779 -1.82837 -0.54391
H 0.49806 0.87454 -2.71075
```

For the LUMO energy, the calculation gives 0.88 eV. As for the HOMO energy: -7.730 eV.

=====

#b
Density functional theory data (the ωB97M-V functional and the def2-TZVPD basis) for a 2-piece molecular cluster, C16H17N overall.

Geometry as XYZ:
```
34
Properties=species:S:1:pos:R:3
N -1.30099 -0.98626 -0.72174
C -0.68283 3.02790 -1.15373
C -2.41395 -0.96245 0.11258
C 2.72140 -2.22027 -1.28589
C 2.48868 -1.64492 0.10504
C 3.50333 -0.89292 0.74362
C 0.96531 -1.03058 1.88870
C 0.04429 0.83213 -1.82833
C 1.82066 -0.05560 2.29817
C -2.04711 1.12896 -0.58789
C 1.30404 -1.84604 0.80282
C 3.15389 -0.10566 1.81990
C 0.27424 2.18447 -1.75611
C -4.21474 0.70691 0.72901
C -1.07318 0.30579 -1.17844
C -2.86720 0.31507 0.25388
C -1.83947 2.53714 -0.61657
H -0.54653 4.10265 -1.10420
H 1.15535 2.64082 -2.18000
H -0.04490 -1.03138 2.28937
H 3.60172 -2.81733 -1.46199
H 2.67735 -1.32753 -1.91847
H 4.48589 -0.78820 0.30245
H -2.69992 -1.81196 0.71211
H -4.39751 1.20245 1.70125
H -0.58779 -1.69300 -0.73808
H 0.70538 0.17810 -2.38404
H 1.69439 0.63462 3.11868
H 3.87857 0.50616 2.34492
H 0.71497 -2.69825 0.49641
H -2.69947 3.09630 -0.28865
H -4.82803 -0.17445 0.93177
H -4.74660 1.42797 0.09923
H 1.80075 -2.74063 -1.54579
```

For the LUMO energy, the calculation gives 0.87 eV. As for the HOMO energy: -7.768 eV.

=====

Least stable structure: #a

=====

#a
Density functional theory data (the ωB97M-V functional and the def2-TZVPD basis) for a 2-piece molecular cluster, C16H17N overall.

Geometry as XYZ:
```
34
Properties=species:S:1:pos:R:3
N -0.26275 1.98718 0.25106
C 1.86682 -2.04566 0.49465
C 0.09981 0.88433 -0.50888
C -0.77951 0.72956 -1.60088
C 2.74499 -2.39709 1.45189
C -2.90067 1.99160 -2.27585
C 0.51114 -1.82260 0.83232
C -3.14528 4.04845 -0.92854
C 2.35106 -2.37237 2.80307
C -1.75595 1.72004 -1.53856
C 0.07665 -1.82123 2.14470
C -0.77777 -0.53978 -2.50047
C 4.15277 -2.77436 1.09860
C -3.63619 3.20983 -1.98583
C -2.18259 3.66983 -0.09926
C -1.49188 2.47245 -0.34107
C 1.06670 -2.08757 3.11159
H -0.72449 -0.57059 -3.59522
H 0.22029 2.27402 1.08995
H 0.81727 -2.00858 4.15716
H -0.93632 -1.77314 2.35436
H 0.94228 0.26482 -0.07808
H 4.95913 -1.98676 1.19163
H 3.16879 -2.49952 3.52548
H -0.01910 -1.28007 -2.22580
H -4.49995 3.55241 -2.48548
H -3.13657 1.37114 -3.08967
H -1.96704 4.26869 0.75687
H -0.20243 -1.58033 0.04301
H -1.84502 -0.88077 -2.34136
H -3.64867 4.97181 -0.75297
H 4.52633 -3.69046 1.56858
H 2.20105 -2.04267 -0.58141
H 4.20709 -3.24260 0.05439
```

For the LUMO energy, the calculation gives 0.84 eV. As for the HOMO energy: -7.600 eV.

=====

#b
Density functional theory data (the ωB97M-V functional and the def2-TZVPD basis) for a 2-piece molecular cluster, C16H17N overall.

Geometry as XYZ:
```
34
Properties=species:S:1:pos:R:3
N -1.25477 1.79867 -2.49736
C 1.68867 1.63949 1.44475
C 1.40190 0.12987 1.12420
C -1.53286 2.02519 1.33675
C 1.77191 -1.73152 -0.25056
C -1.26751 1.65415 -1.06595
C -1.33178 2.49732 0.03342
C 1.43081 -0.41319 -0.11330
C -0.91734 -1.87270 -2.10853
C 1.70737 -1.99081 2.18348
C 1.48585 -0.67174 2.36916
C -1.28497 0.25325 -0.82600
C -1.26958 0.54446 -3.02386
C -1.55378 0.64951 1.49496
C -1.42378 -0.25354 0.47699
C -1.21374 -0.40469 -2.07124
C 1.91228 -2.56409 0.86669
H -1.54282 -2.33979 -2.78866
H -1.72007 0.43376 -4.03536
H -1.81292 2.67334 2.16649
H -1.93138 2.49623 -2.88197
H -1.49346 -1.23254 0.55876
H -1.60607 0.26677 2.46423
H -0.73033 -2.24823 -1.07365
H -0.05831 -2.34703 -2.69856
H 1.87473 -2.83729 2.86774
H 1.71217 -2.15492 -1.26100
H 0.75659 2.15200 1.88991
H 1.32544 0.20961 -1.12276
H 1.91805 1.78987 0.40261
H 2.25111 -3.61882 0.86779
H 1.48472 -0.07377 3.27645
H -1.30517 3.59511 -0.16387
H 2.52906 1.94606 2.15828
```

For the LUMO energy, the calculation gives 0.89 eV. As for the HOMO energy: -7.538 eV.

=====

Least stable structure: #b

=====

#a
Density functional theory data (the ωB97M-V functional and the def2-TZVPD basis) for a 8-piece molecular cluster, C8H32O8 overall.

Geometry as XYZ:
```
48
Properties=species:S:1:pos:R:3
O 1.87657 1.39483 -2.85204
O 1.51665 -2.63718 -0.73269
O -2.90039 3.20734 1.05271
O -0.76219 -0.94377 3.55869
O 0.64877 -0.44333 1.08863
O -3.71893 -2.23271 0.45161
O -2.96765 2.39392 -1.68247
O 5.05779 -0.75113 0.26034
C -1.67989 3.69731 1.59763
C -0.12962 0.41474 0.26861
C -1.40833 0.31736 3.54882
C 1.00100 -3.60365 -1.65390
C -2.43577 -2.78198 0.19637
C -1.80405 2.88997 -2.37431
C 4.17743 -1.17287 1.29287
C 2.24605 0.04343 -2.65290
H -1.54229 3.89564 -2.03909
H -3.89773 -1.57664 -0.22152
H -0.94222 -0.14435 -0.21859
H -0.94322 4.05029 0.86817
H 5.68452 -0.11753 0.61375
H 2.63929 1.88441 -3.16952
H 3.49967 -1.92798 0.89928
H -2.01173 2.93729 -3.44730
H 0.30459 -3.12471 -2.34097
H -3.72664 2.93792 -1.91887
H 2.88467 -0.37893 -3.43718
H -1.02012 2.15849 -2.20204
H 0.47285 -4.37440 -1.09448
H -1.19591 2.86136 2.11643
H -2.07256 -2.38314 -0.75963
H -1.71767 -2.47176 0.95809
H -2.40819 -3.86519 0.07038
H -0.64326 1.10631 3.56528
H -2.06648 0.46672 2.69174
H 0.45796 0.81316 -0.56595
H -0.24499 -0.96786 2.73971
H -2.73417 2.96217 0.12008
H 1.05839 -1.06009 0.46535
H 1.61455 -3.05905 0.12530
H -1.93594 0.44383 4.49285
H 4.76794 -1.55645 2.12676
H -0.58760 1.22345 0.83169
H 3.50762 -0.36635 1.61211
H 1.35200 -0.57506 -2.57276
H -1.89048 4.51182 2.28914
H 2.80767 -0.07465 -1.71463
H 1.81202 -4.02099 -2.25158
```

For the LUMO energy, the calculation gives 0.50 eV. As for the HOMO energy: -9.501 eV.

=====

#b
Density functional theory data (the ωB97M-V functional and the def2-TZVPD basis) for a 8-piece molecular cluster, C8H32O8 overall.

Geometry as XYZ:
```
48
Properties=species:S:1:pos:R:3
O -0.28085 -2.10587 -2.66715
O 0.32369 1.22511 -3.74867
O -2.68417 2.81630 -0.03379
O 1.93651 -2.26824 2.90343
O 1.64516 -0.70161 -1.82239
O 1.95632 2.48001 -1.32396
O -0.40104 -0.71379 0.45396
O 0.12459 -0.28932 3.13204
C 2.15378 -3.05287 4.03507
C 2.50849 -1.28469 -0.86389
C -1.77148 -0.39776 0.29283
C -0.69651 1.16968 -2.72801
C -0.61869 -0.74087 4.16200
C -2.17705 3.95731 -0.66785
C 1.33987 2.30205 -0.05136
C -1.12491 -2.49170 -3.77511
H -1.97123 -1.82621 -3.90690
H -2.34160 -0.42217 1.23313
H 0.21780 0.67349 3.11926
H -0.17025 1.19635 -4.57457
H 0.23604 2.38129 -0.05221
H 1.96043 3.47104 -1.45641
H -2.11380 2.61692 0.68758
H 3.21849 -0.70058 -0.24070
H -1.66926 0.66517 -3.04322
H -2.41781 4.83757 0.04703
H 1.64415 1.43941 0.49569
H 1.94003 -2.36225 4.85536
H 1.79311 -1.78323 -0.10186
H -2.73120 4.21908 -1.59534
H 0.09025 -0.95588 4.94697
H -1.14449 3.86982 -0.94543
H 0.98724 -1.37399 -2.07359
H -0.56845 -2.51592 -1.85195
H -1.12099 2.19328 -2.47650
H -0.35207 0.69871 -1.77426
H -1.38409 -0.01990 4.36079
H -1.00472 -1.69399 4.02235
H -0.10428 -0.42415 1.35420
H 1.80891 3.03660 0.58489
H -0.54339 -2.30654 -4.65394
H -1.79886 0.61366 -0.16304
H 3.11785 -2.05495 -1.34973
H -1.43846 -3.50008 -3.69766
H 1.41589 -3.78407 4.21594
H -2.22265 -0.97331 -0.49745
H 1.33892 -1.58248 3.11863
H 3.09480 -3.53640 4.11577
```

For the LUMO energy, the calculation gives 0.02 eV. As for the HOMO energy: -8.411 eV.

=====

Least stable structure: #b

=====

#a
Density functional theory data (the ωB97M-V functional and the def2-TZVPD basis) for a 8-piece molecular cluster, C8H32O8 overall.

Geometry as XYZ:
```
48
Properties=species:S:1:pos:R:3
O -0.06350 1.43430 3.53435
O 0.58618 -0.78243 1.34664
O 1.26499 -3.51796 1.35200
O -1.26496 -0.98835 -3.14011
O 0.22480 4.91558 0.90813
O 3.87290 1.23818 0.17717
O -2.61152 1.27887 -1.84717
O 2.21395 -2.53225 -2.73388
C -0.34548 0.51709 4.57856
C -3.73658 0.68107 -1.22582
C 2.83992 1.61050 1.07052
C -1.64931 -1.23553 -4.48711
C -0.52878 -0.44870 0.53682
C 0.00358 -4.12611 1.15306
C 2.41826 -1.61458 -1.67898
C -0.49602 3.90767 0.21122
H 1.60017 -1.66995 -0.96057
H -0.48196 0.55519 0.10722
H -2.33966 -0.45327 -4.79136
H -0.68919 -3.91155 1.97576
H -4.48040 1.45056 -1.03658
H -0.34553 5.68407 0.98522
H 0.14164 -5.20819 1.20181
H 0.55717 0.03571 4.96916
H 1.12039 -2.55906 1.35356
H -1.46873 -0.49451 1.09520
H -0.41519 -3.85922 0.18006
H 1.88211 1.51853 0.54858
H -4.15378 -0.08085 -1.88979
H 0.68332 -0.13338 2.04922
H 2.91230 2.65414 1.39530
H -3.44861 0.21180 -0.28005
H -0.59542 -1.62867 -2.88111
H -0.88485 0.97577 5.40954
H -0.80645 -1.28097 -5.17794
H 3.99524 1.94527 -0.46040
H -2.04604 0.61826 -2.26744
H -0.94872 -0.28823 4.16055
H 2.84002 0.98518 1.95880
H 2.37014 -0.56747 -2.01267
H -2.18392 -2.18996 -4.54294
H 2.99478 -2.54014 -3.29181
H -1.14288 4.31529 -0.56539
H 0.23851 3.23584 -0.23504
H -1.09847 3.26577 0.86355
H 3.36745 -1.76090 -1.16368
H -0.54375 -1.18997 -0.25953
H 0.64186 2.02758 3.80740
```

For the LUMO energy, the calculation gives 0.59 eV. As for the HOMO energy: -9.669 eV.

=====

#b
Density functional theory data (the ωB97M-V functional and the def2-TZVPD basis) for C8H32O8 as an isolated structure.

Geometry as XYZ:
```
48
Properties=species:S:1:pos:R:3
O -2.04194 1.39209 -3.71920
O -1.95450 1.17120 2.03076
O -1.49570 -1.01818 -1.20631
O 1.89487 -0.25910 0.99829
O -0.58207 1.82992 3.51814
O 0.89871 -3.49892 0.53406
O 1.23804 -1.24788 -3.96668
O 0.17007 -0.41122 -0.01411
C -1.19870 0.01785 2.22260
C -0.16276 2.73057 2.56691
C 1.93045 0.70187 2.03560
C 0.06186 0.93554 -0.38671
C 1.33519 -0.87416 -2.57227
C -1.24333 0.39783 -3.11112
C -2.40012 -0.45658 -0.34934
C 1.85515 -2.61914 0.09358
H 0.77652 3.08693 2.98982
H 2.60335 0.38034 2.83054
H -0.83381 3.58010 2.43996
H -0.01248 2.29826 1.57766
H -3.35469 -0.42004 -0.87427
H 0.84731 0.09355 -2.45566
H 2.27132 1.62803 1.57284
H 2.64136 -0.10351 0.41508
H -0.84584 -0.04107 3.25222
H -0.60566 -0.82606 -0.90212
H 1.33159 -4.35232 0.45719
H -1.84382 -0.47724 -2.86260
H 2.65643 -2.45784 0.81471
H -1.14125 1.18423 3.07997
H -0.34077 -0.00433 1.55060
H -2.68459 1.01240 1.42797
H -0.99447 1.12923 -0.57313
H 0.95000 0.94199 2.44690
H -0.79021 0.76729 -2.19118
H 0.93960 -0.42149 0.55976
H -2.69252 1.70880 -3.08830
H 1.41942 -1.65498 -0.16844
H 1.47693 -2.17732 -3.94100
H 2.37736 -0.71712 -2.29416
H 0.69568 1.18882 -1.23655
H 2.44880 -2.88675 -0.78052
H -1.87151 -0.81677 2.02551
H -2.46566 -1.00134 0.59249
H -0.46464 -0.00818 -3.75682
H 0.40382 1.62116 0.38859
H -2.07189 0.54565 -0.07383
H 0.86910 -1.59211 -1.89745
```

For the LUMO energy, the calculation gives 0.00 eV. As for the HOMO energy: -8.509 eV.

=====

Least stable structure: #b